1.
{"formula": "C20H17Br2FeN3OS2", "method": "wB97M-V/def2-TZVPD", "s2": 0.83, "lumo_energy_ev": [-5.037, -5.375], "charge": 1, "homo_energy_ev": [-10.78, -10.79], "total_energy_ev": -223669.130, "mol_weight_g_mol": 595.16, "homo_lumo_gap_ev": [5.7, 5.4], "multiplicity": 2, "symbols": ["Fe", "Br", "C", "C", "C", "N", "C", "C", "C", "C", "C", "Br", "C", "C", "N", "H", "H", "H", "H", "H", "H", "S", "C", "N", "C", "C", "C", "C", "C", "C", "S", "H", "H", "H", "H", "C", "C", "C", "O", "H", "H", "H", "H", "H", "H", "H"], "coordinates": [[-0.970, -0.677, -1.107], [5.779, -0.465, 0.148], [3.923, -0.386, -0.214], [3.466, -0.342, -1.529], [2.101, -0.250, -1.723], [1.218, -0.216, -0.731], [1.646, -0.279, 0.544], [3.009, -0.360, 0.831], [0.601, -0.282, 1.584], [0.882, -0.302, 2.951], [-0.169, -0.346, 3.858], [0.173, -0.377, 5.717], [-1.479, -0.370, 3.390], [-1.666, -0.345, 2.020], [-0.670, -0.301, 1.142], [4.150, -0.365, -2.361], [1.695, -0.182, -2.726], [3.369, -0.400, 1.844], [1.890, -0.286, 3.328], [-2.319, -0.403, 4.066], [-2.666, -0.369, 1.603], [-3.425, 0.194, -1.192], [-2.672, 1.711, -1.070], [-1.366, 1.797, -1.055], [-0.927, 3.073, -0.950], [0.406, 3.487, -0.916], [0.682, 4.833, -0.860], [-0.349, 5.781, -0.822], [-1.675, 5.394, -0.819], [-1.964, 4.039, -0.887], [-3.510, 3.254, -0.951], [1.182, 2.736, -0.948], [1.710, 5.168, -0.850], [-0.095, 6.830, -0.803], [-2.468, 6.123, -0.774], [-2.044, -4.528, -1.364], [-0.975, -3.817, -0.520], [0.411, -4.463, -0.690], [-0.943, -2.486, -0.830], [-2.131, -5.565, -1.053], [-1.779, -4.478, -2.416], [-2.998, -4.027, -1.227], [-1.262, -3.905, 0.548], [0.730, -4.402, -1.727], [0.365, -5.504, -0.383], [1.139, -3.941, -0.073]]}

2.
{"formula": "C3H9N3", "method": "wB97M-V/def2-TZVPD", "lumo_energy_ev": 0.904, "homo_energy_ev": -9.70, "total_energy_ev": -7725.032, "mol_weight_g_mol": 87.13, "homo_lumo_gap_ev": 10.6, "smiles": "[H]/N=C(/C)NNC", "relative_energy_kcal_mol": 58.63, "symbols": ["H", "N", "C", "C", "N", "N", "C", "H", "H", "H", "H", "H", "H", "H", "H"], "coordinates": [[0.023, 1.719, -0.419], [0.914, 1.394, -0.169], [0.872, 0.129, -0.139], [2.073, -0.502, 0.360], [-0.135, -0.819, -0.520], [-1.415, -0.121, -0.621], [-2.015, 0.112, 0.738], [2.135, -0.770, 1.513], [2.941, 0.255, 0.135], [2.322, -1.415, -0.173], [-0.134, -1.468, 0.346], [-2.059, -0.580, -1.259], [-3.006, 0.472, 0.453], [-1.390, 0.971, 1.267], [-1.956, -0.792, 1.545]]}

3.
{"formula": "C47H39GeIrN2O2S", "method": "wB97M-V/def2-TZVPD", "s2": 8.81, "lumo_energy_ev": [-3.133, -5.993], "charge": 1, "homo_energy_ev": [-9.21, -10.57], "total_energy_ev": -126624.843, "mol_weight_g_mol": 960.74, "homo_lumo_gap_ev": [6.1, 4.6], "multiplicity": 6, "relative_energy_kcal_mol": 20.94, "symbols": ["Ir", "C", "C", "C", "C", "C", "C", "C", "S", "O", "O", "N", "C", "C", "C", "C", "C", "C", "C", "C", "N", "C", "H", "H", "H", "H", "H", "H", "H", "H", "H", "H", "H", "H", "H", "C", "Ge", "C", "C", "C", "C", "C", "C", "C", "C", "C", "C", "C", "C", "C", "C", "C", "C", "H", "H", "H", "H", "H", "H", "H", "H", "H", "H", "H", "H", "H", "H", "H", "C", "C", "C", "C", "C", "C", "C", "C", "C", "C", "C", "C", "C", "C", "H", "H", "H", "H", "H", "H", "H", "H", "H", "H", "H"], "coordinates": [[12.550, 12.547, 12.843], [15.137, 6.631, 15.434], [14.366, 7.852, 15.353], [14.700, 8.985, 16.149], [13.997, 10.200, 16.263], [12.806, 10.245, 15.540], [12.471, 9.188, 14.681], [13.203, 8.006, 14.636], [11.677, 11.538, 15.775], [10.464, 11.031, 15.123], [11.585, 11.905, 17.194], [12.246, 12.831, 14.877], [12.342, 14.172, 15.307], [12.617, 14.505, 16.643], [12.746, 15.896, 16.965], [12.626, 16.890, 16.054], [12.450, 16.566, 14.667], [12.514, 17.440, 13.537], [12.463, 16.987, 12.278], [12.442, 15.600, 12.008], [12.381, 14.767, 13.009], [12.367, 15.187, 14.328], [15.963, 6.748, 16.181], [15.489, 6.404, 14.472], [14.508, 5.799, 15.716], [15.612, 8.869, 16.712], [14.341, 11.107, 16.713], [11.588, 9.285, 14.117], [12.832, 7.295, 13.936], [12.589, 13.818, 17.511], [13.046, 16.177, 17.967], [12.800, 17.900, 16.346], [12.705, 18.454, 13.695], [12.407, 17.740, 11.478], [12.378, 15.162, 11.040], [15.725, 13.301, 14.714], [15.121, 12.674, 12.962], [16.148, 11.171, 12.457], [16.504, 11.040, 11.098], [17.090, 9.862, 10.629], [17.398, 8.833, 11.507], [17.130, 9.020, 12.851], [16.458, 10.100, 13.316], [15.422, 14.086, 11.622], [16.026, 15.236, 12.011], [16.088, 16.337, 11.212], [15.592, 16.353, 9.938], [14.922, 15.222, 9.454], [14.253, 15.196, 8.216], [13.502, 14.108, 7.840], [13.376, 12.968, 8.683], [14.126, 12.930, 9.884], [14.869, 14.072, 10.312], [16.820, 13.051, 14.740], [15.308, 12.768, 15.575], [15.626, 14.325, 14.883], [16.235, 11.775, 10.391], [17.183, 9.759, 9.544], [17.783, 7.889, 11.127], [17.468, 8.271, 13.584], [16.254, 10.107, 14.430], [16.548, 15.278, 12.999], [16.585, 17.204, 11.612], [15.594, 17.306, 9.442], [14.131, 16.084, 7.663], [12.977, 14.167, 6.891], [12.762, 12.159, 8.274], [14.054, 12.070, 10.533], [13.762, 7.483, 9.625], [12.698, 7.779, 8.778], [11.830, 8.755, 9.155], [12.024, 9.590, 10.335], [13.215, 9.343, 11.165], [14.079, 8.321, 10.747], [11.128, 10.706, 10.594], [11.244, 11.838, 11.541], [10.098, 12.770, 11.503], [9.521, 13.298, 10.335], [8.328, 14.100, 10.360], [7.697, 14.292, 11.571], [8.182, 13.681, 12.752], [9.403, 13.000, 12.792], [14.414, 6.686, 9.269], [12.463, 7.232, 7.818], [10.947, 8.991, 8.578], [13.431, 9.933, 12.064], [15.030, 7.953, 11.132], [10.293, 10.978, 9.996], [10.058, 13.094, 9.394], [7.865, 14.581, 9.458], [6.782, 14.819, 11.678], [7.577, 13.869, 13.695], [9.739, 12.557, 13.702]]}

4.
{"formula": "C2H8NO2", "method": "wB97M-V/def2-TZVPD", "lumo_energy_ev": -3.992, "charge": 1, "homo_energy_ev": -15.25, "total_energy_ev": -7781.257, "mol_weight_g_mol": 78.09, "homo_lumo_gap_ev": 11.3, "relative_energy_kcal_mol": 39.24, "symbols": ["O", "C", "C", "N", "H", "H", "H", "H", "H", "H", "H", "H", "O"], "coordinates": [[1.687, 0.194, 0.949], [0.796, -0.250, 1.701], [-0.625, -0.539, 1.150], [-0.430, -0.759, -0.384], [0.941, -0.258, 2.847], [-1.321, -1.314, 1.655], [-1.177, 0.352, 1.245], [-0.919, -1.566, -0.873], [-0.607, 0.096, -0.954], [0.605, -0.789, -0.488], [1.106, 1.592, -2.593], [-0.374, 1.933, -2.212], [0.317, 1.308, -2.044]]}

5.
{"formula": "C5H11N", "method": "wB97M-V/def2-TZVPD", "s2": 0.76, "lumo_energy_ev": [-4.270, -8.947], "charge": 1, "homo_energy_ev": [-14.13, -12.97], "total_energy_ev": -6842.092, "mol_weight_g_mol": 85.15, "homo_lumo_gap_ev": [9.9, 4.0], "multiplicity": 2, "relative_energy_kcal_mol": 90.88, "symbols": ["C", "C", "C", "C", "C", "N", "H", "H", "H", "H", "H", "H", "H", "H", "H", "H", "H"], "coordinates": [[-0.004, 0.417, 1.965], [-0.043, -0.734, 0.658], [-0.480, 0.071, -0.705], [0.641, 0.781, -1.260], [0.795, 1.104, -2.582], [-0.744, -1.953, 0.845], [0.457, -0.060, 2.821], [0.661, 1.153, 1.605], [-0.957, 0.699, 2.233], [1.049, -0.925, 0.509], [-1.253, 0.886, -0.619], [-1.035, -0.814, -1.288], [1.402, 1.147, -0.513], [1.471, 1.913, -2.890], [0.282, 0.548, -3.240], [-0.527, -2.228, 1.784], [-1.713, -2.005, 0.675]]}